Record 1
Here is a cluster of 2 separate species, C4H10N2O in total from the OMol25 dataset. Energies are from ωB97M-V/def2-TZVPD.

XYZ file:
```
17
Properties=species:S:1:pos:R:3:lowdin_charge:R:1
O -0.4278 -0.3143 -1.9782 0.014
N -0.2190 2.3135 0.5674 0.059
N 0.4494 0.9146 2.2573 0.059
C -0.4980 1.4430 1.5988 -0.393
C -0.8769 -2.0335 -0.4155 0.049
C -0.0190 -1.2478 -1.0532 -0.483
C 1.4623 -1.2666 -0.8156 -0.042
H 2.0068 -1.4387 -1.7467 0.084
H 0.0733 0.3172 2.9885 0.033
H -1.9454 -1.8777 -0.4813 0.061
H -0.8462 2.3843 -0.2226 0.083
H 0.0780 0.4781 -1.8187 0.072
H -0.4934 -2.8707 0.1390 0.056
H 1.7267 -0.2655 -0.4549 0.074
H 0.7585 2.4413 0.3818 0.080
H -1.5614 1.3459 1.8154 0.115
H 1.7454 -2.0061 -0.0749 0.080
```

* E: -343.12780 hartree
* HOMO level: -9.00 eV
* SMILES: [H]/N=C/N.C=C(C)O
* net charge: 0
* energy above the lowest of the compared OMol25 structures with the same formula, charge and spin: 193.39 kJ/mol
* orbital gap: 0.358 Ha

=====

Record 2
Here is an isolated molecule of C4H10N2O in a non-equilibrium geometry from the OMol25 dataset. Energies are from ωB97M-V/def2-TZVPD.

XYZ file:
```
17
Properties=species:S:1:pos:R:3:lowdin_charge:R:1
O -0.8050 1.6775 0.8203 0.055
N 0.1870 -1.2518 -0.2397 -0.085
N -1.2041 1.2323 -1.3697 0.172
C 0.6702 0.1585 -0.2966 -0.309
C 1.8123 0.5549 0.6943 -0.026
C -0.5866 1.0085 -0.1704 -0.545
C -1.0270 -1.5145 0.5161 -0.150
H 2.4817 1.1289 0.0513 0.073
H 1.4332 1.3445 1.3598 0.070
H -1.0823 -1.1040 1.5263 0.082
H -1.0480 0.6381 -2.1539 0.099
H 2.1900 -0.2874 1.2538 0.071
H 1.0840 0.2823 -1.3188 0.127
H -1.0880 -2.6107 0.5863 0.082
H -1.9390 1.9272 -1.3492 0.114
H -1.9870 -1.2953 0.0258 0.078
H 0.9087 -1.8891 0.0644 0.094
```

* E: -343.14805 hartree
* HOMO level: -8.84 eV
* SMILES: CN[C@H](C)C(N)=O
* net charge: 0
* energy above the lowest of the compared OMol25 structures with the same formula, charge and spin: 140.22 kJ/mol
* orbital gap: 0.360 Ha

=====

Record 3
Here is an isolated molecule of C4H10N2O in a non-equilibrium geometry from the OMol25 dataset. Energies are from ωB97M-V/def2-TZVPD.

XYZ file:
```
17
Properties=species:S:1:pos:R:3:lowdin_charge:R:1
O -0.5200 0.1574 1.6206 0.041
N 0.2505 -2.1353 0.0395 0.007
N -1.1654 1.8842 0.3192 0.151
C -0.2471 0.9344 0.7269 -0.553
C 1.0161 0.8860 -0.0892 -0.102
C -0.0923 -1.2738 -1.0854 -0.299
C 0.9772 -0.1960 -1.2230 -0.191
H 1.9089 0.6778 0.4795 0.114
H 0.8965 0.3153 -2.1878 0.101
H -0.0629 -3.0894 -0.1156 0.064
H -0.3008 -1.8628 0.8484 0.049
H -1.0857 2.2413 -0.6186 0.096
H 1.1574 1.8199 -0.6139 0.097
H -1.0539 -0.7568 -0.9763 0.103
H -2.0791 1.6730 0.7258 0.115
H 1.9120 -0.7406 -1.2860 0.100
H -0.1104 -1.8400 -2.0087 0.106
```

* E: -343.17145 hartree
* HOMO level: -9.19 eV
* SMILES: NCCCC(N)=O
* net charge: 0
* energy above the lowest of the compared OMol25 structures with the same formula, charge and spin: 78.80 kJ/mol
* orbital gap: 0.370 Ha

=====

Record 4
Here is an isolated molecule of C4H10N2O in a non-equilibrium geometry from the OMol25 dataset. Energies are from ωB97M-V/def2-TZVPD.

XYZ file:
```
17
Properties=species:S:1:pos:R:3:lowdin_charge:R:1
O -0.4214 -1.7025 -1.3917 0.044
N -0.4028 0.4689 -1.6798 -0.005
N 1.2780 -1.7478 1.0767 0.029
C 0.5574 -0.6059 0.5470 -0.411
C -0.1036 -0.6545 -0.8782 -0.422
C -0.5415 -0.1566 1.5045 -0.082
C -0.2846 1.7432 -1.1518 -0.172
H 1.4633 0.0521 0.3341 0.154
H 2.2030 -1.8656 0.6035 0.098
H -1.0637 -1.1001 1.8354 0.097
H -0.0063 1.7304 -0.1053 0.047
H -1.3475 2.2408 -1.1967 0.118
H 0.3744 2.5097 -1.6494 0.090
H -1.0060 0.4731 -2.4796 0.136
H 0.7803 -2.6376 1.0112 0.080
H -1.2026 0.8016 1.1816 0.112
H -0.2761 0.4509 2.4385 0.087
```

* E: -343.11042 hartree
* HOMO level: -9.26 eV
* SMILES: CNC(=O)[C@@H](C)N
* net charge: 0
* energy above the lowest of the compared OMol25 structures with the same formula, charge and spin: 239.02 kJ/mol
* orbital gap: 0.372 Ha